The following is a quantum chemistry calculation of the ion C5H14N2 with charge -1 in a non-equilibrium geometry, from OMol25.

```
! wB97M-V def2-TZVPD RIJCOSX def2/J DEFGRID3
* xyz -1 2
C -0.26 1.91 -1.87
N 0.12 1.44 -0.54
C -1.99 0.63 0.56
C -0.65 0.29 -0.12
C 0.24 -0.44 0.95
N 1.39 -1.16 0.35
C 1.36 -2.60 0.61
H 0.25 2.85 -2.10
H -1.34 2.03 -2.06
H 0.03 1.16 -2.62
H -0.09 2.22 0.08
H -2.48 -0.31 0.81
H -1.70 1.23 1.42
H -2.63 1.21 -0.11
H -0.70 -0.48 -0.90
H 0.63 0.37 1.58
H -0.22 -1.14 1.65
H 2.20 -0.83 0.85
H 0.95 -2.92 1.58
H 0.68 -3.02 -0.15
H 2.32 -3.12 0.58
*
```

## Properties
**Relative energy (zero: lowest compared OMol25 entry of this formula, charge and spin)**: 28.35 kcal per mole
**E_LUMO (spin up / spin down)**: 0.1432 / 0.1455 Eh
**Gap between HOMO and LUMO (spin up / spin down)**: 2.4 / 9.2 eV
**HOMO level (spin up / spin down)**: 1.491 / -5.252 eV
**Expectation value of S²**: 0.750
**Total energy**: -308.31785 Eh